<i>
Molecular formula: C3H10N2O2S
Method: DFT, the ωB97M-V functional and the def2-TZVPD basis

Calculated values
Net charge ... 0
Multiplicity ... 1
HOMO energy ... -8.95 eV
E_LUMO ... 0.2 eV

Last column: natural (NBO) charge in e.
Atoms and positions in Å:
H: -2.7607 0.3049 0.2642  0.4016
H: -1.2590 0.4785 1.1078  0.4177
C: -1.3265 0.7881 -1.0238  0.7799
H: 1.1827 -1.6621 -1.9148  0.2126
H: 2.0227 0.3809 -0.7316  0.2067
H: 0.2652 0.9830 -2.2546  0.4039
S: 2.0722 -2.5623 0.1215  -0.0523
H: 0.6783 0.1050 0.4968  0.2154
H: -0.0376 -1.8924 -0.6778  0.2256
H: 0.2172 2.3888 2.4639  0.4799
N: 0.0168 0.7021 -1.3204  -0.6400
O: 0.0069 1.4570 2.3036  -0.9375
C: 1.0180 0.0104 -0.5318  -0.2352
N: -1.7593 0.3971 0.2321  -0.8904
H: 1.1260 -2.9376 0.9561  0.1164
O: -2.1088 1.2252 -1.8488  -0.6597
C: 0.9597 -1.4928 -0.8600  -0.5167
H: -0.3138 1.3261 3.2176  0.4719



<ii>
Molecular formula: C3H10N2O2S
Method: DFT, the ωB97M-V functional and the def2-TZVPD basis

Calculated values
Net charge ... 0
Multiplicity ... 1
HOMO energy ... -8.57 eV
E_LUMO ... 0.4 eV

Last column: natural (NBO) charge in e.
Atoms and positions in Å:
N: 0.2001 -1.8176 1.7909  -0.8296
H: 1.1203 -1.5717 2.1522  0.4004
O: -1.1982 -1.4740 0.0430  -0.6155
C: -1.1737 0.9712 -0.2498  -0.4516
O: 2.3522 -2.7803 -1.0573  -0.9415
C: 0.1262 0.4125 0.4904  -0.1493
H: -1.2445 0.6643 -1.3110  0.2415
H: 3.2313 -2.9196 -0.6803  0.4702
S: -1.0209 2.8649 -0.4835  -0.1186
N: 1.1506 0.3124 -0.5278  -0.8725
H: 1.4701 -0.5918 -0.8359  0.3983
C: -0.2926 -1.0850 0.7559  0.6707
H: -2.1852 0.8707 0.1379  0.2246
H: -0.1774 -2.7777 1.7177  0.4134
H: 1.8971 0.9817 -0.4668  0.3750
H: 2.5426 -2.7904 -2.0260  0.4763
H: 0.4004 0.9218 1.4344  0.2023
H: -0.9742 3.2134 0.8107  0.1059



Sorted by energy, starting with the most stable: <i>, <ii>.



<i>
Molecular formula: C3H10NS3
Method: DFT, the ωB97M-V functional and the def2-TZVPD basis

Calculated values
Net charge ... +1
Multiplicity ... 1
HOMO energy (spin up / spin down) ... -12.38 / -12.38 eV
E_LUMO (spin up / spin down) ... -5.6 / -5.6 eV

Last column: natural (NBO) charge in e.
Atoms and positions in Å:
H: -3.2378 1.9370 0.0787  0.3019
H: 0.8421 1.9897 0.4957  0.2475
H: 0.0065 1.0352 1.7328  0.2983
H: -2.9302 0.6472 -0.8510  0.3262
H: -0.9454 2.5118 -0.6792  0.2078
C: 0.0384 1.3205 0.6349  -0.7414
H: -0.1268 -1.9661 0.5982  0.1095
N: 2.7868 -0.8480 -0.1080  -0.7572
H: 4.4327 -2.0965 -1.2701  0.0838
S: 4.0220 -1.7668 0.0609  0.6441
C: -2.4666 1.1840 0.0304  -0.7658
S: -0.5081 -2.5077 -0.4779  -0.2527
H: -2.6220 0.5743 0.9102  0.2522
H: 0.4656 0.1928 0.1368  0.3009
H: -0.3169 -3.7135 -0.0613  0.1591
C: -1.1886 1.7315 -0.0086  0.2491
S: 1.7485 -0.2253 -1.2224  0.3368



<ii>
Molecular formula: C3H10NS3
Method: DFT, the ωB97M-V functional and the def2-TZVPD basis

Calculated values
Net charge ... +1
Multiplicity ... 1
HOMO energy ... -13.24 eV
E_LUMO ... -3.4 eV

Last column: natural (NBO) charge in e.
Atoms and positions in Å:
N: -1.1805 1.4448 -0.1807  -0.8984
H: 0.5212 -0.8237 1.2057  0.2759
C: 0.9197 -1.1929 -1.5288  -0.7140
H: -0.0818 -1.4155 -1.2458  0.2448
C: 0.8772 0.1657 0.9318  -0.7010
H: -1.5606 1.2669 -1.1519  0.4269
H: -2.0375 -1.1749 2.1022  0.2004
H: -0.3709 1.9838 2.4752  0.1292
S: -1.9121 -1.0497 0.6401  0.0118
H: 0.5189 1.0876 -1.0334  0.1662
S: -1.4483 1.2022 2.5875  0.0809
H: -1.2522 2.4198 0.0408  0.4214
H: 1.5036 0.6761 1.6278  0.2557
H: 0.9859 -1.0585 -2.5132  0.2432
C: -1.0626 0.5393 0.8856  -0.0661
H: 1.4695 -2.0792 -1.2363  0.2655
S: 1.5639 0.2775 -0.6474  0.6576



Sorted by energy, starting with the most stable: <ii>, <i>.



<i>
Molecular formula: C5H12
Method: DFT, the ωB97M-V functional and the def2-TZVPD basis

Calculated values
Net charge ... 0
Multiplicity ... 1
HOMO energy ... -8.85 eV
E_LUMO ... 1.0 eV

Last column: natural (NBO) charge in e.
Atoms and positions in Å:
H: 1.2907 4.6378 -1.5245  0.2108
H: -1.6555 -2.8793 0.3835  0.2243
C: 0.6475 3.8377 -1.8385  -0.6535
C: 1.3743 3.2502 -3.0592  -0.6206
C: -0.6432 -2.5711 0.5976  -0.6513
C: -0.5922 -3.1669 2.0208  -0.1845
H: 0.8239 3.4215 -4.1752  0.2088
H: -1.6599 -2.4242 3.9245  0.2201
H: 1.3143 2.1460 -3.0283  0.2072
H: -1.0897 -1.1675 3.0037  0.1629
H: 0.0869 -4.0306 2.1984  0.2215
H: 2.4511 3.3381 -3.0265  0.2132
H: -0.5963 -1.4975 0.4068  0.2251
H: -0.0959 4.5621 -1.8609  0.2238
H: 0.4796 3.2234 -0.9730  0.2104
H: -0.0064 -3.0710 -0.1014  0.2083
C: -1.0102 -2.3930 3.0748  -0.4264



<ii>
Molecular formula: C5H12
Method: DFT, the ωB97M-V functional and the def2-TZVPD basis

Calculated values
Net charge ... 0
Multiplicity ... 1
HOMO energy ... -9.43 eV
E_LUMO ... 1.1 eV

Last column: natural (NBO) charge in e.
Atoms and positions in Å:
C: 2.4186 -0.4154 -0.0349  -0.1802
C: 2.0036 1.0900 0.0778  -0.6587
H: 1.9550 -2.3860 -0.8074  0.2043
H: 1.2505 1.2690 0.8286  0.2219
C: -2.4297 -0.5686 0.8677  -0.6253
H: 1.6890 -0.9430 -2.0977  0.2062
C: -2.2440 0.6206 -0.1597  -0.6358
H: -1.2024 1.0350 -0.1022  0.2098
H: -2.2300 0.4356 -1.2527  0.2130
H: -2.6228 -1.4796 0.3317  0.2081
C: 1.9854 -1.2579 -1.0268  -0.4169
H: -1.5728 -0.9615 1.6057  0.2107
H: 1.5387 1.4936 -0.8176  0.2120
H: -2.9864 1.4407 -0.0767  0.2113
H: -3.2723 -0.4115 1.5182  0.2079
H: 2.8166 1.8547 0.2663  0.2138
H: 2.9030 -0.8155 0.8799  0.1979



Sorted by energy, starting with the most stable: <ii>, <i>.



<i>
Molecular formula: C5H12
Method: DFT, the ωB97M-V functional and the def2-TZVPD basis

Calculated values
Net charge ... 0
Multiplicity ... 1
HOMO energy ... -10.43 eV
E_LUMO ... 1.3 eV

Last column: natural (NBO) charge in e.
Atoms and positions in Å:
H: -1.1254 -2.0645 -0.9022  0.1970
C: 0.0425 0.3707 -0.4888  -0.4108
H: 0.6597 -0.3618 1.4452  0.1973
H: 1.7426 1.8906 1.5449  0.2029
H: -2.3307 -1.1329 -1.8608  0.2063
H: -2.7063 -1.7334 -0.2986  0.2054
H: 1.5940 -0.9551 0.3682  0.2066
C: 1.1205 0.0312 0.5177  -0.4189
H: -1.5855 -0.1831 0.9479  0.2018
C: -1.3789 -0.0541 -0.1132  -0.3967
H: 0.1135 1.4340 -0.7366  0.2049
H: -2.0862 0.7086 -0.4531  0.2008
H: 0.2037 -0.0877 -1.4693  0.2047
H: 3.0178 0.6947 1.4188  0.2131
C: -1.8956 -1.2878 -0.8787  -0.6083
C: 2.1304 1.0807 0.9142  -0.6057
H: 2.4841 1.6501 0.0445  0.1997



<ii>
Molecular formula: C5H12
Method: DFT, the ωB97M-V functional and the def2-TZVPD basis

Calculated values
Net charge ... 0
Multiplicity ... 1
HOMO energy ... -10.51 eV
E_LUMO ... 1.3 eV

Last column: natural (NBO) charge in e.
Atoms and positions in Å:
C: 2.1834 -0.5274 -0.2057  -0.6023
C: 0.0112 0.5942 -0.2862  -0.4011
H: -2.7339 0.9699 -0.3790  0.1982
H: -3.2649 -0.6032 0.4555  0.2078
C: -2.3961 -0.1354 -0.2175  -0.6090
H: 0.1770 0.3662 -1.3775  0.2047
H: -1.2583 0.1641 1.5940  0.1986
H: -0.8703 -1.3432 0.6215  0.2045
H: 1.4390 0.5486 1.4777  0.2102
H: -0.5392 1.5721 -0.2646  0.2034
C: -1.0234 -0.2537 0.5158  -0.4083
H: -2.2970 -0.6176 -1.2295  0.2046
C: 1.4209 0.5927 0.3660  -0.4206
H: 2.0989 -0.5760 -1.3550  0.2011
H: 1.8811 -1.5753 0.2464  0.1928
H: 3.2203 -0.6297 0.0856  0.2141
H: 1.9511 1.4539 -0.0475  0.2014



Sorted by energy, starting with the most stable: <i>, <ii>.



<i>
Molecular formula: C6H10S
Method: DFT, the ωB97M-V functional and the def2-TZVPD basis

Calculated values
Net charge ... 0
Multiplicity ... 1
HOMO energy ... -7.99 eV
E_LUMO ... 0.9 eV

Last column: natural (NBO) charge in e.
Atoms and positions in Å:
H: -0.8565 -1.9386 -0.7995  0.2204
C: -0.4250 -0.4590 1.0169  -0.3392
H: 1.5365 -0.3589 -2.5146  0.2354
H: 0.1470 1.5713 0.8657  0.2041
C: 1.2721 0.0960 -0.4135  -0.2651
S: -1.4333 0.4720 2.1802  -0.0512
H: -0.7214 1.1872 -0.9747  0.1967
H: 1.2854 1.5006 -2.1446  0.2290
C: 0.8495 0.5486 0.9046  -0.4069
C: 1.2072 0.3844 -1.7604  -0.3642
C: -0.2041 0.1816 -1.1600  -0.2391
H: 1.5528 0.7895 1.8449  0.2447
H: 1.5894 -0.9468 -0.1460  0.2011
C: -0.9520 -0.8163 -0.3375  -0.4408
H: -2.6175 -0.3159 2.2657  0.1276
H: -0.2376 -1.3383 1.5742  0.2179
H: -1.9924 -0.5576 -0.4014  0.2297



<ii>
Molecular formula: C6H10S
Method: DFT, the ωB97M-V functional and the def2-TZVPD basis

Calculated values
Net charge ... 0
Multiplicity ... 1
HOMO energy (spin up / spin down) ... -7.12 / -7.47 eV
E_LUMO (spin up / spin down) ... 0.3 / 0.4 eV

Last column: natural (NBO) charge in e.
Atoms and positions in Å:
C: -0.3379 1.1021 0.7954  -0.6767
H: 1.6211 -0.4336 1.6334  0.2336
H: -1.1388 1.9276 1.0400  0.2261
H: 1.3520 0.4586 -1.7530  0.2127
C: -0.5850 0.4405 -0.5336  -0.2356
H: 0.3501 1.9691 -1.6290  0.2248
S: -1.4847 -1.0058 -0.6388  0.5702
C: 2.1916 -0.9739 0.9143  -0.2340
H: -0.5195 0.3915 1.5921  0.2216
C: 0.2046 0.8997 -1.7067  -0.6527
H: -0.2128 0.5168 -2.7109  0.2329
H: -2.4312 -0.5284 1.5985  0.1971
H: 0.6558 1.6432 0.8134  0.2298
C: -2.5943 -1.1462 0.7024  -0.7532
H: 3.2335 -1.6702 -0.9660  0.2434
H: -2.9638 -2.1036 0.9003  0.2055
C: 2.6593 -1.4874 -0.0519  -0.2455



Sorted by energy, starting with the most stable: <i>, <ii>.



<i>
Molecular formula: C3H8FNS
Method: DFT, the ωB97M-V functional and the def2-TZVPD basis

Calculated values
Net charge ... 0
Multiplicity ... 1
HOMO energy ... -9.14 eV
E_LUMO ... -0.4 eV

Last column: natural (NBO) charge in e.
Atoms and positions in Å:
H: 0.9455 -1.9326 0.5602  0.2002
H: -0.2152 1.4104 -1.6986  0.4291
H: -0.4943 -0.8814 1.4942  0.2197
H: 0.9818 2.3526 -0.0784  0.3874
S: -2.0330 -0.9777 -0.4888  -0.0978
H: 0.3239 -1.2725 -0.8747  0.1936
H: 0.9711 0.7916 1.2166  0.2198
H: -3.0637 0.4562 -0.6907  0.1527
N: 0.6338 1.3377 -0.8032  -0.9145
H: -1.5053 0.8135 0.9637  0.2547
F: 2.5461 -1.3136 -0.4829  -0.4068
C: 0.6263 0.3122 0.2918  -0.1513
C: -0.7936 -0.0506 0.6657  -0.4993
C: 1.0765 -1.0458 -0.0750  0.0125



<ii>
Molecular formula: C3H8FNS
Method: DFT, the ωB97M-V functional and the def2-TZVPD basis

Calculated values
Net charge ... 0
Multiplicity ... 1
HOMO energy ... -9.11 eV
E_LUMO ... 0.8 eV

Last column: natural (NBO) charge in e.
Atoms and positions in Å:
F: -0.1528 1.8210 -0.6315  -0.3820
H: 0.5806 1.4835 1.0437  0.1921
N: -1.6716 -0.5054 -0.5830  -0.8093
C: 0.0799 0.8292 0.3520  0.1980
S: 2.8960 0.2297 0.0169  -0.0311
H: -1.2141 -0.4339 1.4423  0.1822
C: -1.2283 0.1932 0.6399  -0.2675
H: 0.8817 -1.1449 0.0298  0.1965
H: -1.8811 0.9689 0.9743  0.2087
H: -1.1601 -1.3581 -0.5346  0.3436
H: 3.3784 -0.8764 -0.6228  0.1306
H: -2.6838 -0.7268 -0.4618  0.3636
H: 1.0256 -0.3179 -1.3830  0.2412
C: 1.1496 -0.1619 -0.2823  -0.5667



Sorted by energy, starting with the most stable: <ii>, <i>.



<i>
Molecular formula: C2H4O2P
Method: DFT, the ωB97M-V functional and the def2-TZVPD basis

Calculated values
Net charge ... +1
Multiplicity ... 1
HOMO energy (spin up / spin down) ... -15.52 / -14.57 eV
E_LUMO (spin up / spin down) ... -7.6 / -7.9 eV

Last column: natural (NBO) charge in e.
Atoms and positions in Å:
H: 1.3899 -0.1032 0.8155  0.2384
O: -0.6356 1.4382 -0.5688  -0.3923
C: -0.7137 0.5011 0.3520  -0.1434
H: 0.2323 -1.4563 0.7662  0.2465
H: -1.6573 -0.0747 0.3344  0.1830
H: -0.6155 0.9529 1.3548  0.2757
P: 0.6316 -0.0332 -2.3364  1.4371
C: 0.5069 -0.5029 0.3100  -0.0940
O: 0.8614 -0.7217 -1.0278  -0.7510



<ii>
Molecular formula: C2H4O2P
Method: DFT, the ωB97M-V functional and the def2-TZVPD basis

Calculated values
Net charge ... +1
Multiplicity ... 1
HOMO energy ... -17.18 eV
E_LUMO ... -6.6 eV

Last column: natural (NBO) charge in e.
Atoms and positions in Å:
H: 1.3437 0.5853 -0.6184  0.2230
O: 0.1484 1.2591 0.9106  -0.7561
H: 0.4502 -1.6044 -0.3575  0.2388
P: -0.3889 0.2267 1.9858  1.7499
H: -0.9508 -0.7755 -1.0414  0.2314
C: -0.1795 -0.7702 -0.3359  -0.1052
C: 0.3315 0.6797 -0.4656  -0.0796
O: -0.6418 -0.9845 1.0291  -0.7430
H: -0.1129 1.3837 -1.1066  0.2408



Sorted by energy, starting with the most stable: <ii>, <i>.